Arrangement a

The following is a quantum chemistry calculation of C6H9NO in the gas phase, from OMol25.

XYZ file:
```
17
Properties=species:S:1:pos:R:3
C 1.569 0.156 -1.482
C -0.131 1.721 0.707
C 0.307 -0.286 -0.830
C -0.196 0.247 0.392
C 0.072 -0.833 1.453
O -0.315 -1.261 -1.476
N -2.402 -1.169 0.803
C -1.205 -0.803 1.051
H -1.196 -1.412 -1.053
H -2.667 -1.953 1.402
H 0.877 -1.530 1.613
H 1.335 0.926 -2.225
H 2.258 0.584 -0.755
H 2.046 -0.676 -2.003
H -0.505 1.884 1.719
H 0.896 2.098 0.670
H -0.741 2.307 0.014
```

The molar mass comes out at 111.144 g/mol. As for the net charge: 0. As for the HOMO energy: -0.273 hartree. As for the HOMO-LUMO gap: 7.48 eV. The value obtained for the LUMO energy is 0.042 eV.

---

Arrangement b

The following is a quantum chemistry calculation of C6H9NO in the gas phase, from OMol25.

XYZ file:
```
17
Properties=species:S:1:pos:R:3
C -2.364 -0.875 -0.321
C -1.064 -0.676 -0.599
C -0.042 0.207 0.013
C -0.374 1.355 1.047
N 0.917 0.476 -1.131
C 2.122 -0.271 -0.437
C 1.075 -0.805 0.508
O 1.014 -1.821 1.052
H -2.855 -0.165 0.499
H -3.096 -1.580 -0.688
H -0.508 -1.332 -1.411
H -1.269 0.987 1.554
H -0.525 2.315 0.598
H 0.465 1.395 1.795
H 1.094 1.472 -1.100
H 2.942 0.412 -0.275
H 2.468 -1.091 -1.102
```

The molar mass comes out at 111.144 g/mol. As for the net charge: 0. As for the HOMO energy: -0.340 hartree. The SMILES is C=C[C@]1(C)NCC1=O. As for the HOMO-LUMO gap: 10.11 eV. The value obtained for the LUMO energy is 0.861 eV.

---

Arrangement c

The following is a quantum chemistry calculation of a 2-piece molecular cluster, C6H9NO overall, from OMol25.

XYZ file:
```
17
Properties=species:S:1:pos:R:3
C -2.411 -0.078 -0.315
C -1.737 -1.281 -0.024
C -0.425 -1.276 0.419
N 0.233 -0.105 0.668
C -0.423 1.021 0.343
C -1.718 1.166 -0.184
H -3.441 0.011 -0.663
H -2.229 -2.199 -0.010
H 0.055 -2.173 0.648
H 0.066 1.993 0.399
H -2.125 2.152 -0.324
C 2.673 0.297 -0.005
O 1.802 -0.723 -0.629
H 3.605 -0.138 -0.478
H 2.493 1.393 -0.078
H 2.749 0.079 0.985
H 0.835 -0.140 -0.750
```

The molar mass comes out at 111.144 g/mol. As for the net charge: 0. As for the HOMO energy: -0.314 hartree. The SMILES is c1ccncc1.CO. As for the HOMO-LUMO gap: 9.09 eV. The value obtained for the LUMO energy is 0.562 eV.

---

Arrangement d

The following is a quantum chemistry calculation of C6H9NO in the gas phase, from OMol25.

XYZ file:
```
17
Properties=species:S:1:pos:R:3
O -1.453 1.050 -0.674
C -1.075 0.322 0.436
C 0.226 1.048 0.924
C 1.360 0.721 -0.174
C 2.122 -0.553 -0.097
N 0.778 -0.532 -0.814
C -0.179 -0.880 0.182
C -1.661 -1.203 0.197
H -2.600 0.856 -0.747
H 0.835 0.397 1.687
H 0.308 2.206 1.048
H 1.762 1.367 -0.833
H 2.984 -0.598 -0.775
H 2.193 -0.993 0.972
H 0.183 -1.325 1.220
H -2.174 -1.155 -0.927
H -2.075 -2.166 0.630
```

The molar mass comes out at 111.144 g/mol. As for the net charge: 0. As for the HOMO energy: -0.298 hartree. The SMILES is O[C@]12C[C@H]3CN3[C@@H]1C2. As for the HOMO-LUMO gap: 8.93 eV. The value obtained for the LUMO energy is 0.820 eV.

---

Most stable to least stable, the ends of the list are arrangement b and arrangement d.

---

Arrangement a

The following is a quantum chemistry calculation of C7H10 as an isolated structure, from OMol25.

XYZ file:
```
17
Properties=species:S:1:pos:R:3
C -0.701 -0.019 -0.389
C -1.273 1.385 -0.386
C -0.457 -0.619 -1.760
C 1.731 0.022 0.994
C 2.877 0.418 1.103
H 0.758 0.157 0.221
H -0.622 2.055 -0.951
H -2.258 1.404 -0.862
H -1.396 -0.717 -2.313
H 0.002 -1.604 -1.687
H 0.200 0.033 -2.340
H -1.377 1.770 0.628
H 3.881 0.752 1.204
C -0.938 -0.845 0.674
C -0.497 -1.383 1.718
H -0.769 -2.039 2.521
H 0.837 -0.769 1.627
```

The molar mass comes out at 94.157 g/mol. As for the net charge: 0. As for the HOMO energy: -0.309 hartree. As for the HOMO-LUMO gap: 9.32 eV. The value obtained for the LUMO energy is 0.906 eV.

---

Arrangement b

The following is a quantum chemistry calculation of C7H10 in the gas phase, from OMol25.

XYZ file:
```
17
Properties=species:S:1:pos:R:3
C -1.136 1.713 0.079
C -0.297 0.460 -0.071
C -0.134 -0.218 -1.453
C 0.707 -1.228 -1.141
C 0.941 -1.139 0.331
C 1.198 0.391 0.389
C -0.499 -0.789 0.844
H -0.763 2.511 -0.573
H -2.180 1.520 -0.199
H -1.123 2.082 1.113
H -0.790 -0.965 -1.911
H 1.042 -1.978 -1.852
H 1.560 -1.896 0.808
H 1.956 0.787 -0.296
H 1.356 0.757 1.405
H -1.324 -1.476 0.614
H -0.513 -0.532 1.913
```

The molar mass comes out at 94.157 g/mol. As for the net charge: 0. As for the HOMO energy: -0.316 hartree. The SMILES is C[C@]12C=C[C@H](C1)C2. As for the HOMO-LUMO gap: 9.62 eV. The value obtained for the LUMO energy is 1.028 eV.

---

Arrangement c

The following is a quantum chemistry calculation of C7H10 in the gas phase, from OMol25.

XYZ file:
```
17
Properties=species:S:1:pos:R:3
C 1.130 1.489 0.425
C 0.474 1.297 -0.917
C 0.054 0.468 0.251
C -1.303 0.426 0.932
C -1.207 -1.076 1.170
C -0.125 -1.890 -0.810
C 0.139 -1.045 0.447
H 0.915 2.395 0.985
H 2.148 1.130 0.539
H -0.219 2.057 -1.265
H 1.065 0.840 -1.706
H -1.312 0.876 1.938
H -2.193 0.803 0.414
H -1.156 -1.794 -1.161
H 0.529 -1.578 -1.628
H 0.051 -2.945 -0.590
H 1.009 -1.453 0.974
```

The molar mass comes out at 94.157 g/mol. As for the net charge: 0. As for the HOMO energy: -0.305 hartree. As for the HOMO-LUMO gap: 8.45 eV. The value obtained for the LUMO energy is 0.156 eV.

---

Most stable to least stable, the ends of the list are arrangement b and arrangement a.

---

Arrangement a

The following is a quantum chemistry calculation of a 2-piece molecular cluster, C5H10O2 overall, from OMol25.

XYZ file:
```
17
Properties=species:S:1:pos:R:3
C -0.105 -2.197 -1.569
C 0.125 -0.953 -1.113
O 0.328 0.130 -1.984
C 0.407 -0.670 0.272
C 0.610 0.632 0.607
C 1.477 1.285 1.649
H -0.706 -2.498 -2.435
H -0.129 -3.046 -0.820
H 0.353 -0.372 -2.811
H 0.070 -1.445 0.989
H 0.031 1.416 0.085
H 2.336 1.781 1.143
H 0.905 2.123 2.108
H 1.848 0.536 2.348
O -2.501 0.780 0.668
H -3.040 1.503 0.990
H -2.007 0.995 -0.126
```

The molar mass comes out at 102.133 g/mol. As for the net charge: 0. As for the HOMO energy: -0.290 hartree. The SMILES is C=C(O)/C=C/C.O. As for the HOMO-LUMO gap: 8.38 eV. The value obtained for the LUMO energy is 0.502 eV.

---

Arrangement b

The following is a quantum chemistry calculation of C5H10O2 in the gas phase, from OMol25.

XYZ file:
```
17
Properties=species:S:1:pos:R:3
C -0.939 -0.835 -1.924
O -1.235 -0.228 -0.683
C -0.494 0.965 -0.453
C 0.726 0.784 0.440
C 0.544 0.611 1.934
C 1.089 -0.517 1.119
O 0.370 -1.694 0.946
H -1.342 -0.223 -2.743
H -1.431 -1.810 -1.938
H 0.142 -0.975 -2.067
H -0.180 1.389 -1.416
H -1.199 1.664 0.007
H 1.572 1.396 0.135
H 1.186 1.160 2.615
H -0.483 0.484 2.270
H 2.148 -0.734 1.218
H -0.474 -1.437 0.540
```

The molar mass comes out at 102.133 g/mol. As for the net charge: 0. As for the HOMO energy: -0.339 hartree. The SMILES is COC[C@H]1C[C@H]1O. As for the HOMO-LUMO gap: 10.24 eV. The value obtained for the LUMO energy is 1.007 eV.

---

Most stable to least stable, the ends of the list are arrangement b and arrangement a.